## 1
A cluster of 2 separate species, C3H11N4 in total, computed with ωB97M-V/def2-TZVPD.

* lowest unoccupied orbital energy: -3.55 eV
* frontier orbital gap: 0.346 Eh
* total charge: +1
* HOMO level: -12.949 eV

Last column: Mulliken charge in e.
Element x y z (Å)
C -0.765 -1.665 -1.306  -1.348
C -1.231 1.209 0.177  -0.782
C -0.099 -0.876 -0.168  0.377
N 0.727 1.867 1.727  0.035
N 1.386 0.983 1.306  -0.444
N -0.217 0.596 -0.313  -0.529
N 1.352 -0.882 -0.558  -0.365
H -1.042 -1.004 -2.216  0.337
H -0.199 -2.586 -1.596  0.382
H -1.780 -1.965 -0.991  0.343
H -1.351 2.299 -0.226  0.373
H -2.036 0.959 0.929  0.459
H -0.355 1.841 1.670  0.250
H -0.433 -1.094 0.922  0.428
H 0.865 2.739 2.407  0.305
H 1.664 -1.806 -0.814  0.324
H 1.994 -0.527 0.304  0.455
H 1.519 -0.088 -1.254  0.400



## 2
The ion C3H11N4 with charge +1, computed with ωB97M-V/def2-TZVPD.

* lowest unoccupied orbital energy: -2.97 eV
* frontier orbital gap: 0.331 Eh
* total charge: +1
* HOMO level: -11.968 eV

Last column: Mulliken charge in e.
Element x y z (Å)
C -1.089 0.162 -0.776  -0.514
C 0.536 -1.297 0.416  -0.965
C 0.973 0.054 -0.112  0.915
N -1.746 1.177 -0.176  -0.352
N -0.948 -1.095 0.508  -0.319
N 1.835 0.182 -1.141  -0.631
N 0.955 1.078 0.770  -0.525
H -1.568 -0.348 -1.568  0.398
H 0.884 -2.152 -0.253  0.320
H 0.909 -1.571 1.350  0.424
H -2.808 1.156 -0.325  0.256
H -1.134 -0.627 1.402  0.343
H -1.558 -1.941 0.385  0.318
H 2.211 1.168 -1.287  0.261
H 1.476 -0.260 -2.101  0.317
H -1.285 1.784 0.482  0.243
H 0.693 0.661 1.704  0.275
H 1.666 1.870 0.724  0.235



Least stable of them? 1.



## 1
A structure of composition C20H32N2O2, computed with ωB97M-V/def2-TZVPD.

* lowest unoccupied orbital energy: 0.44 eV
* frontier orbital gap: 0.304 Eh
* HOMO level: -7.834 eV

Last column: Mulliken charge in e.
Element x y z (Å)
C -8.471 -0.652 -2.033  -1.000
H -8.150 0.280 -2.636  0.291
O -8.107 -0.467 -0.765  -0.436
C -6.941 -0.318 -0.354  0.862
C -6.778 -0.387 0.901  -0.510
C -5.612 -0.029 1.621  -0.440
C -4.543 0.143 0.903  0.410
C -4.681 0.206 -0.761  -0.969
C -5.960 -0.064 -1.264  -0.568
H -5.977 -0.194 -2.250  0.531
H -3.890 0.523 -1.297  0.401
C -3.265 0.655 1.235  -0.117
C -2.038 0.785 0.596  0.026
C -0.753 1.355 1.448  -0.935
N 0.329 0.498 0.719  0.547
C 0.751 1.045 -0.274  -0.913
H 0.027 1.012 -1.048  0.318
C 1.835 0.091 -0.928  -0.993
N 3.088 -0.036 -0.177  0.093
C 3.948 0.970 0.038  -1.183
H 4.408 0.939 0.813  0.939
C 4.947 0.793 -0.987  1.241
C 6.007 -0.307 -0.664  -1.277
H 5.403 -1.290 -0.356  0.233
H 6.741 -0.445 -1.744  0.294
H 6.631 -0.118 0.176  0.366
C 5.854 1.806 -1.380  -1.601
H 6.660 1.996 -2.152  0.362
H 5.107 2.745 -1.623  0.252
H 6.347 2.285 -0.383  0.230
H 4.589 0.517 -2.129  -0.052
H 3.487 1.883 -0.367  -0.052
C 2.531 -0.538 1.216  -0.842
C 1.427 0.260 1.747  -0.849
H 1.046 -0.075 2.721  0.453
H 1.967 1.571 2.006  0.258
C 1.961 -1.998 0.965  -1.663
H 1.040 -2.004 0.780  0.912
H 1.625 -2.252 2.164  0.306
C 2.842 -2.886 0.708  -0.324
O 3.338 -2.920 -0.586  -0.581
H 3.278 -1.818 -0.631  0.451
H 3.780 -2.983 1.247  0.340
H 2.517 -4.171 0.741  0.207
H 3.258 -0.530 1.801  1.341
H 2.426 0.522 -1.938  0.419
H 1.471 -0.908 -1.227  0.342
H 1.383 1.940 -0.201  0.597
H -0.549 2.449 1.260  0.299
H -1.001 1.058 2.513  0.321
H -2.033 1.163 -0.409  0.203
H -3.104 0.484 2.362  -0.031
H -5.241 0.174 2.542  0.551
H -7.587 -0.452 1.797  0.166
H -9.468 -0.939 -2.090  0.244
H -7.905 -1.365 -2.369  0.531



## 2
An isolated molecule of C20H32N2O2, computed with ωB97M-V/def2-TZVPD.

* lowest unoccupied orbital energy: 0.76 eV
* frontier orbital gap: 0.348 Eh
* HOMO level: -8.701 eV
* SMILES string: CCCCCCCN1CCC(=O)N([C@H](CO)c2ccccc2)CC1

Last column: Mulliken charge in e.
Element x y z (Å)
C -0.853 -4.641 6.778  -1.350
C -1.288 -3.624 5.730  -0.191
C -0.111 -3.161 4.874  -0.778
C -0.475 -2.066 3.870  -0.425
C -1.361 -2.566 2.730  -0.668
C -1.743 -1.463 1.743  -0.701
C -0.543 -0.918 0.966  -0.864
N -0.957 -0.257 -0.264  0.322
C -1.553 1.042 -0.006  -0.423
C -2.350 1.570 -1.203  -1.303
C -1.498 2.306 -2.217  0.857
O -1.644 3.498 -2.420  -0.690
N -0.578 1.566 -2.882  0.265
C 0.243 2.261 -3.867  -0.445
C 0.345 1.504 -5.208  -0.969
O 1.267 0.442 -5.245  -0.528
C 1.597 2.668 -3.323  0.659
C 1.922 4.020 -3.279  -0.501
C 3.147 4.440 -2.794  -0.628
C 4.071 3.513 -2.343  -0.487
C 3.758 2.166 -2.378  -1.042
C 2.531 1.744 -2.864  -0.075
C -0.405 0.152 -2.635  -1.332
C 0.121 -0.165 -1.230  -1.033
H -0.107 -4.210 7.442  0.336
H -0.419 -5.517 6.301  0.335
H -1.702 -4.961 7.377  0.380
H -2.054 -4.073 5.095  0.255
H -1.733 -2.758 6.227  0.277
H 0.669 -2.779 5.538  0.354
H 0.305 -4.017 4.338  0.317
H 0.448 -1.662 3.451  0.286
H -0.985 -1.253 4.393  0.284
H -2.280 -2.983 3.146  0.321
H -0.844 -3.368 2.197  0.293
H -2.451 -1.863 1.015  0.330
H -2.241 -0.661 2.291  0.352
H 0.089 -1.764 0.684  0.449
H 0.057 -0.245 1.601  0.263
H -2.244 0.925 0.830  0.428
H -0.791 1.788 0.285  0.354
H -2.878 0.741 -1.674  0.353
H -3.085 2.293 -0.846  0.411
H -0.317 3.182 -4.074  0.617
H 0.589 2.238 -5.988  0.359
H -0.627 1.063 -5.442  0.383
H 2.154 0.802 -5.128  0.384
H 1.200 4.748 -3.617  0.379
H 3.379 5.494 -2.764  0.398
H 5.028 3.838 -1.961  0.392
H 4.470 1.434 -2.024  0.400
H 2.309 0.688 -2.871  0.521
H 0.290 -0.231 -3.381  0.637
H -1.356 -0.374 -2.768  0.379
H 0.616 -1.139 -1.268  0.467
H 0.869 0.594 -0.938  0.635



Least stable of them? 1.



## 1
The ion C6H17N2 with charge +2, computed with ωB97M-V/def2-TZVPD.

* lowest unoccupied orbital energy (alpha / beta): -6.73 / -11.91 eV
* frontier orbital gap (alpha / beta): 0.445 / 0.254 Eh
* total charge: +2
* multiplicity: 2
* HOMO level (alpha / beta): -18.840 / -18.815 eV
* <S²>: 0.754

Last column: Mulliken charge in e.
Element x y z (Å)
C -0.181 0.243 -1.991  -1.142
C -0.103 1.362 -0.946  0.514
C -1.101 1.298 0.183  -0.998
C -0.655 0.430 1.459  -1.002
C -0.713 -1.004 1.090  -0.587
C 0.567 -1.385 0.389  -0.226
N 1.573 -2.323 1.226  -0.328
N 0.172 2.719 -1.435  -0.073
H -1.067 -0.331 -1.753  0.343
H -0.485 0.606 -3.035  0.433
H 0.770 -0.352 -2.022  0.294
H 0.919 1.199 -0.323  0.152
H -1.417 2.360 0.632  0.383
H -2.042 0.977 -0.098  0.455
H -1.432 0.737 2.246  0.398
H 0.074 0.656 2.145  0.440
H -1.058 -1.621 1.908  0.520
H -1.533 -1.170 0.395  0.276
H 0.295 -2.078 -0.484  0.299
H 1.142 -0.347 0.156  -0.030
H 1.111 -3.250 1.483  0.394
H 1.864 -2.057 2.096  0.316
H 2.495 -2.445 0.646  0.403
H 1.104 2.925 -1.565  0.352
H -0.297 2.853 -2.401  0.414



## 2
The ion C6H17N2 with charge +2, computed with ωB97M-V/def2-TZVPD.

* lowest unoccupied orbital energy (alpha / beta): -6.96 / -12.15 eV
* frontier orbital gap (alpha / beta): 0.468 / 0.277 Eh
* total charge: +2
* multiplicity: 2
* HOMO level (alpha / beta): -19.695 / -19.694 eV
* <S²>: 0.755

Last column: Mulliken charge in e.
Element x y z (Å)
C -0.792 -1.261 0.162  -0.450
N -1.269 -0.835 -1.112  0.002
C -0.452 -0.938 -2.314  -0.329
C 0.031 -2.396 -2.581  -1.021
C 0.168 -0.198 0.881  -0.967
N -0.427 1.222 0.830  -0.128
C 0.627 2.224 1.206  -0.540
C 1.074 2.096 2.680  -1.145
H -0.153 -2.140 0.061  0.193
H -1.612 -1.273 0.871  0.538
H -2.251 -1.052 -1.335  0.352
H 0.464 -0.337 -2.291  0.212
H -1.087 -0.571 -3.115  0.491
H 1.076 -2.491 -2.918  0.358
H -0.436 -2.675 -3.528  0.326
H -0.004 -3.133 -1.792  0.367
H 1.214 -0.129 0.591  0.536
H 0.274 -0.514 1.921  0.469
H -1.250 1.203 1.438  0.376
H -0.707 1.294 -0.141  0.373
H 1.545 2.035 0.628  0.336
H 0.405 3.209 0.811  0.508
H 2.011 1.564 2.775  0.375
H 0.222 1.957 3.345  0.380
H 1.330 3.136 2.925  0.387



Least stable of them? 1.



## 1
An isolated molecule of C9H19N3O4, computed with ωB97M-V/def2-TZVPD.

* lowest unoccupied orbital energy: 0.34 eV
* frontier orbital gap: 0.368 Eh
* HOMO level: -9.673 eV
* SMILES string: NCCCC[C@H](N)C(=O)N[C@@H](CO)C(=O)O

Last column: Mulliken charge in e.
Element x y z (Å)
N -0.711 1.592 1.942  -0.575
C -0.908 0.525 2.922  -0.879
C -1.844 -0.616 2.540  -0.853
C -1.531 -1.141 1.118  -0.282
C -0.126 -1.682 0.932  -1.478
C 0.233 -2.192 -0.427  0.647
N 1.566 -2.829 -0.336  -0.818
C 0.330 -1.097 -1.464  0.090
O 0.119 -1.419 -2.623  -0.787
N 0.621 0.128 -1.086  -0.134
C 0.558 1.221 -2.116  0.300
C 0.489 2.505 -1.287  -0.964
O -0.646 2.565 -0.462  -0.621
C 1.847 1.192 -2.962  0.539
O 2.520 2.147 -3.173  -0.541
O 2.129 0.032 -3.636  -0.543
H -1.594 2.126 1.839  0.297
H -0.041 2.220 2.398  0.212
H 0.087 0.164 3.205  0.396
H -1.352 1.068 3.755  0.464
H -1.795 -1.414 3.279  0.333
H -2.830 -0.154 2.492  0.350
H -1.741 -0.325 0.396  0.256
H -2.209 -1.942 0.884  0.453
H -0.005 -2.584 1.542  0.380
H 0.639 -1.011 1.275  0.358
H -0.515 -2.899 -0.761  0.504
H 2.229 -2.006 -0.311  0.353
H 1.746 -3.257 -1.251  0.326
H 0.416 0.420 -0.144  0.311
H -0.329 1.157 -2.774  0.216
H 1.368 2.611 -0.651  0.382
H 0.489 3.357 -1.981  0.437
H -0.587 2.115 0.438  0.429
H 1.377 -0.575 -3.513  0.443



## 2
An isolated molecule of C9H19N3O4, computed with ωB97M-V/def2-TZVPD.

* lowest unoccupied orbital energy: 0.47 eV
* frontier orbital gap: 0.348 Eh
* HOMO level: -9.013 eV
* SMILES string: NCCCC[C@H](N)C(=O)N[C@@H](CO)C(=O)O

Last column: Mulliken charge in e.
Element x y z (Å)
N -0.393 -2.763 3.758  -0.602
C -0.508 -1.488 3.105  -0.807
C -0.963 -1.486 1.644  -0.208
C -1.036 -0.102 1.008  -0.162
C -1.748 -0.132 -0.325  -1.222
C -1.133 -0.969 -1.505  -0.363
N -1.297 -2.475 -1.481  -0.619
C 0.235 -0.480 -1.525  0.088
O 1.147 -1.101 -1.011  -0.593
N 0.483 0.868 -1.890  -0.160
C 1.283 1.608 -0.971  0.001
C 2.776 2.237 -1.631  -0.615
O 3.451 1.309 -2.634  -0.516
C 0.428 2.773 -0.425  0.411
O -0.550 3.178 -1.033  -0.580
O 1.045 3.386 0.597  -0.448
H -1.232 -3.134 4.058  0.209
H 0.039 -3.359 3.166  0.226
H -1.257 -0.857 3.571  0.414
H 0.528 -1.262 3.069  0.434
H -2.043 -1.875 1.432  0.166
H -0.137 -2.192 1.178  0.116
H -1.592 0.749 1.462  0.453
H -0.007 0.227 1.020  -0.081
H -2.697 -0.435 -0.106  0.662
H -1.774 0.863 -0.766  0.471
H -1.467 -0.499 -2.351  0.547
H -1.373 -2.882 -2.485  0.296
H -0.465 -2.915 -1.080  0.323
H -0.187 1.400 -2.358  0.291
H 1.761 1.009 -0.194  0.446
H 3.433 2.684 -0.901  0.375
H 2.111 3.045 -2.042  0.322
H 2.678 0.933 -3.140  0.340
H 0.462 4.136 0.785  0.385



Least stable of them? 2.



## 1
A cluster of 2 separate species, C4H11OP in total, computed with ωB97M-V/def2-TZVPD.

* lowest unoccupied orbital energy: 0.72 eV
* frontier orbital gap: 0.372 Eh
* HOMO level: -9.391 eV
* SMILES string: C=CCC.OP

Last column: Mulliken charge in e.
Element x y z (Å)
C -0.012 -0.174 -1.567  -0.673
C -0.810 -0.670 -0.634  -0.207
C -1.283 0.132 0.576  -0.092
C -0.476 1.356 0.898  -0.998
H 0.184 -0.722 -2.476  0.252
H 0.581 0.717 -1.479  0.143
H -1.407 -1.577 -0.745  0.337
H -2.354 0.312 0.437  0.332
H -0.849 -0.595 1.318  0.164
H -0.776 1.840 1.816  0.333
H 0.653 1.011 1.153  0.046
H -0.295 2.100 0.169  0.361
O 2.706 -0.734 -0.075  -0.428
P 3.904 0.376 0.334  0.056
H 2.149 -0.797 0.686  0.317
H 3.189 1.491 0.834  0.020
H 3.738 1.179 -0.785  0.038



## 2
An isolated molecule of C4H11OP, computed with ωB97M-V/def2-TZVPD.

* lowest unoccupied orbital energy: 0.86 eV
* frontier orbital gap: 0.348 Eh
* HOMO level: -8.625 eV
* SMILES string: CPC(C)(C)O

Last column: Mulliken charge in e.
Element x y z (Å)
C -0.577 2.135 -0.002  -0.927
P -0.669 0.732 -1.142  0.047
C 0.236 -0.502 0.049  0.566
C 0.392 -1.962 -0.866  -1.166
C -0.617 -0.816 1.309  -1.225
O 1.436 0.138 0.307  -0.588
H -1.330 2.238 0.892  0.240
H -0.646 3.171 -0.453  0.374
H 0.464 2.379 0.464  0.308
H 0.448 0.928 -1.847  -0.014
H 0.461 -1.589 -1.985  0.305
H 1.219 -2.583 -0.399  0.299
H -0.510 -2.425 -0.714  0.397
H -1.029 0.223 1.679  0.250
H 0.189 -1.245 1.953  0.326
H -1.392 -1.427 1.106  0.412
H 1.926 0.605 -0.352  0.395



Least stable of them? 2.



## 1
The ion C4H5N2O with charge +1, computed with ωB97M-V/def2-TZVPD.

* lowest unoccupied orbital energy (alpha / beta): -8.46 / -5.68 eV
* frontier orbital gap (alpha / beta): 0.198 / 0.385 Eh
* total charge: +1
* HOMO level (alpha / beta): -13.843 / -16.155 eV

Last column: Mulliken charge in e.
Element x y z (Å)
C 0.551 0.898 -1.301  0.078
C 0.387 -0.849 0.606  0.518
C -0.674 -0.098 1.133  -0.002
C 1.270 -0.191 -0.463  -0.373
N -0.510 1.171 -1.770  -0.372
N -1.939 0.023 1.110  -0.124
O 0.917 -1.820 1.101  -0.328
H 1.516 1.458 -1.458  0.311
H 1.289 -1.019 -1.148  0.323
H 2.093 0.299 -0.108  0.421
H -2.624 -0.532 0.606  0.285
H -2.277 0.658 1.694  0.264



## 2
A structure of composition C4H5N2O, computed with ωB97M-V/def2-TZVPD.

* lowest unoccupied orbital energy: -5.78 eV
* frontier orbital gap: 0.308 Eh
* total charge: +1
* HOMO level: -14.159 eV

Last column: Mulliken charge in e.
Element x y z (Å)
C 0.120 -1.292 0.055  0.124
C -1.354 0.562 -0.123  0.370
C 0.595 0.871 0.048  0.264
C -1.260 -0.882 0.395  -0.507
N 1.014 -0.345 -0.002  -0.428
N 1.146 1.998 0.239  -0.254
O -2.121 1.397 -0.037  -0.259
H 0.334 -2.379 -0.019  0.398
H -1.933 -1.656 0.004  0.374
H -1.587 -0.638 1.458  0.300
H 0.608 2.829 0.079  0.289
H 2.147 2.017 0.683  0.328



Least stable of them? 1.